No. 1
The following is a DFT calculation (the ωB97M-V functional and the def2-TZVPD basis) of C10H8NO9P2V as an isolated structure.

Geometry (Å):
V: 1.19991 -0.27235 -1.21280
O: -1.20782 -0.97550 -4.16800
C: -0.79067 -0.72163 -3.09848
O: 0.58078 -0.64043 -2.82028
C: -1.55650 -0.43829 -1.84236
C: -2.93537 -0.57438 -1.78207
C: -3.54246 -0.30257 -0.57895
C: -2.78264 0.11344 0.52753
C: -3.38145 0.41935 1.77724
C: -2.61229 0.82901 2.82266
C: -1.21181 0.96177 2.66627
C: -0.59815 0.67650 1.48101
C: -1.37566 0.23380 0.39177
N: -0.79729 -0.08661 -0.81023
H: -3.47770 -0.87639 -2.66597
H: -4.61588 -0.39860 -0.47250
H: -4.45467 0.32035 1.87416
H: -3.06545 1.06127 3.77621
H: -0.61164 1.29711 3.50148
H: 0.47051 0.80181 1.39876
O: 3.97836 -1.88832 0.98339
P: 3.02333 -0.67590 1.23029
O: 2.59405 -0.34855 2.57186
O: 1.79938 -1.07886 0.21716
O: 3.71564 0.54920 0.45120
P: 3.47685 1.15775 -1.01171
O: 3.37053 -0.22557 -1.88517
O: 4.40289 2.17560 -1.42813
O: 1.90125 1.39403 -1.02776
H: 4.50467 -2.15845 1.74740
H: 3.99932 -0.32860 -2.61396

Force components x, y, z for each atom (eV/Å):
V 0.05 0.34 -0.40
O -0.21 -0.01 -0.01
C 0.79 0.02 0.08
O -0.58 -0.31 -0.01
C -0.16 -0.20 -0.10
C 0.03 0.13 0.05
C -0.01 -0.01 -0.02
C -0.06 0.02 0.06
C 0.02 -0.02 -0.09
C 0.07 0.01 0.00
C -0.06 0.01 0.05
C -0.09 -0.01 0.03
C 0.10 0.02 -0.02
N 0.25 0.11 0.00
H 0.00 0.00 0.00
H 0.00 0.00 0.00
H 0.00 0.00 0.01
H 0.00 0.00 0.00
H -0.01 0.00 0.00
H 0.03 -0.02 -0.05
O 0.08 0.05 -0.03
P -0.50 -0.21 -0.41
O 0.01 0.03 0.03
O 0.40 0.11 0.25
O 0.15 0.09 -0.07
P -0.41 -0.08 0.25
O 0.03 0.15 0.12
O 0.03 -0.05 -0.08
O 0.12 -0.04 0.36
H 0.02 -0.03 0.08
H -0.10 -0.11 -0.10

Output
Charge: +1
Maximum force, eV Å⁻¹: 0.80
Relative energy (zero: lowest compared OMol25 entry of this formula, charge and spin), kcal/mol: 1.19
Total energy, hartree: -2744.6291
Orbital gap (spin up / spin down), eV: 6.9 / 7.5
2S+1: 2

No. 2
The following is a DFT calculation (the ωB97M-V functional and the def2-TZVPD basis) of one molecule with the formula C5H2ClN at a distorted geometry.

Geometry (Å):
C: -1.35757 -1.30149 1.25613
C: -1.34492 -0.15773 0.61590
C: -0.80182 0.75360 -0.21086
C: 0.49860 0.74965 -0.40420
C: 1.66357 0.23909 -0.64691
N: -1.31242 -2.38683 1.76429
Cl: -1.85956 1.96288 -0.82814
H: 2.58896 0.14354 0.13212
H: 1.92516 -0.00270 -1.67833

Force components x, y, z for each atom (eV/Å):
C 0.71 -3.09 0.87
C -0.40 0.20 0.32
C -1.58 0.35 0.35
C 1.66 -1.16 -0.33
C 2.85 0.35 1.58
N -0.36 2.22 -0.76
Cl -0.28 0.90 -0.39
H -2.50 0.45 -1.81
H -0.11 -0.22 0.17

Output
Charge: 0
Maximum force, eV Å⁻¹: 3.29
Relative energy (zero: lowest compared OMol25 entry of this formula, charge and spin), kcal/mol: 78.90
Total energy, hartree: -706.4565
Orbital gap (spin up / spin down), eV: 6.6 / 7.2

No. 3
The following is a DFT calculation (the ωB97M-V functional and the def2-TZVPD basis) of C21H36P2PdS as an isolated structure at a distorted geometry.

Geometry (Å):
P: -2.49941 -0.94764 -0.96264
P: 2.12773 -0.69657 -0.74339
C: -0.69868 -0.97866 -1.62020
C: 0.47989 -1.58055 -0.81616
H: -0.55618 0.11001 -1.74874
H: -0.75070 -1.45594 -2.62738
H: 0.32423 -1.91463 0.23826
H: 0.86649 -2.49017 -1.33656
C: 2.58403 0.01667 -2.33843
H: 3.38488 0.75257 -2.18768
H: 1.75189 0.46741 -2.88066
H: 2.96964 -0.81754 -2.92471
C: 3.27622 -2.04498 -0.44578
H: 3.72207 -2.27493 -1.42522
H: 2.74796 -2.93341 -0.05716
H: 4.04054 -1.70600 0.26956
C: -3.48557 0.09489 -2.11549
H: -4.25335 0.64620 -1.54429
H: -4.00475 -0.49534 -2.89680
H: -2.85056 0.84523 -2.62472
C: -3.22694 -2.58657 -0.71238
H: -2.44947 -3.29566 -0.39211
H: -3.74072 -2.98386 -1.59807
H: -3.97296 -2.51872 0.10451
Pd: 0.31885 -1.60060 -5.04077
C: 1.71724 -3.01228 -5.65449
C: 1.81506 -1.74527 -6.31993
C: 1.15588 -1.46935 -7.65119
C: -0.41114 -1.79561 -7.71877
C: -1.12344 -1.79312 -6.39932
C: -1.15830 -2.86480 -5.41527
C: -0.53233 -4.25131 -5.64466
C: 0.95016 -4.21968 -6.11979
C: -2.13311 -0.10207 0.57700
H: 2.48797 -3.25881 -4.90070
H: 2.61339 -1.08176 -5.93672
H: 1.71523 -1.95903 -8.46825
H: 1.20201 -0.38819 -7.85235
H: -0.87427 -0.96345 -8.28034
H: -0.61344 -2.70978 -8.28415
H: -1.93818 -1.07842 -6.24441
H: -1.90840 -2.80049 -4.61003
H: -1.18851 -4.75214 -6.35746
H: -0.63412 -4.84403 -4.72002
H: 1.42668 -5.08573 -5.63883
H: 1.00820 -4.29887 -7.21266
H: -1.58039 -0.78231 1.23877
H: -3.06944 0.27587 1.00792
H: -1.46509 0.74117 0.35925
S: 2.61454 0.85760 0.50093
C: 1.31645 1.19836 1.65082
C: 0.98847 0.38164 2.75347
C: 0.31167 0.96792 3.82864
C: -0.03869 2.32545 3.80090
C: 0.21741 3.08182 2.65929
C: 0.87714 2.52757 1.58316
H: 1.38192 -0.64899 2.81783
H: 0.12921 0.38069 4.73684
H: -0.47457 2.78999 4.68058
H: -0.04476 4.12512 2.63230
H: 1.20166 3.12093 0.73929

Force components x, y, z for each atom (eV/Å):
P 1.92 0.09 -0.80
P -0.70 -0.72 -0.82
C -1.07 0.19 -0.25
C 0.46 -0.54 0.24
H -0.01 -0.37 -0.18
H 0.33 0.25 0.33
H -0.28 0.38 -0.69
H -0.57 0.38 0.13
C 0.12 -0.43 -0.16
H -0.23 -0.16 -0.03
H -0.02 0.11 0.19
H 0.01 0.09 -0.28
C 0.14 -0.25 0.03
H 0.05 -0.19 0.48
H 0.33 0.38 -0.10
H -0.18 -0.26 -0.33
C 0.00 0.03 0.01
H 0.30 -0.30 -0.12
H 0.41 0.09 0.53
H -0.15 -0.43 0.37
C -0.25 -0.01 0.49
H -0.17 0.25 -0.12
H 0.30 0.29 0.11
H 0.33 0.02 -0.39
Pd 0.70 2.21 4.48
C 1.11 0.04 0.70
C 1.01 -0.45 -0.83
C -0.65 0.35 -0.74
C 0.53 0.46 -0.89
C -1.49 -0.36 0.30
C -0.44 -1.14 -0.32
C -0.61 0.37 0.15
C -0.56 -0.48 0.14
C -0.62 0.22 0.11
H -0.36 0.40 -0.47
H -0.22 -0.30 -0.64
H -0.34 0.04 0.12
H 0.27 -0.37 0.13
H 0.33 -0.54 -0.05
H 0.10 -0.01 0.04
H 0.24 0.01 -0.37
H -0.02 -0.15 -0.68
H 0.18 -0.29 -0.31
H 0.23 0.36 -0.24
H -0.03 0.08 -0.63
H 0.03 -0.16 0.23
H -0.42 0.14 0.04
H 0.40 -0.16 0.33
H -0.26 -0.07 -0.02
S -0.45 1.03 1.42
C 1.47 0.74 -3.20
C -1.22 -1.97 3.57
C 0.99 -1.15 -0.36
C -0.82 -1.90 3.03
C 1.40 1.37 -4.05
C -0.76 1.75 1.06
H -0.46 0.65 0.00
H 0.04 0.24 -0.47
H 0.03 -0.13 -0.18
H -0.13 0.18 -0.06
H -0.27 0.17 0.01

Output
Charge: +2
Maximum force, eV Å⁻¹: 5.04
Relative energy (zero: lowest compared OMol25 entry of this formula, charge and spin), kcal/mol: 49.37
Total energy, hartree: -2029.6903
Orbital gap (spin up / spin down), eV: 4.1 / 5.0
2S+1: 5

No. 4
The following is a DFT calculation (the ωB97M-V functional and the def2-TZVPD basis) of a 2-piece molecular cluster, C6H9N3O overall at a distorted geometry.

Geometry (Å):
C: -1.06708 1.79279 -0.56471
C: -0.87470 0.33069 1.31609
C: 2.44173 0.50129 0.07980
C: -1.88509 1.08406 0.53915
C: 0.17427 -0.19041 -0.71924
C: 0.69326 -1.32116 -1.65401
N: -0.27329 0.98590 -1.22084
N: -0.15498 -0.43194 0.57195
N: 2.25296 -0.23765 1.00866
O: 2.77465 1.33074 -0.70157
H: -1.29825 2.69430 -1.00205
H: -0.73258 0.41610 2.40995
H: -2.51119 1.81122 1.16562
H: -2.51681 0.35848 0.04919
H: 0.90133 -2.26060 -1.18607
H: 1.50139 -0.85819 -2.15841
H: -0.05175 -1.45849 -2.41110
H: 0.55731 -1.17222 1.23086
H: 3.05560 -0.54477 1.49019

Force components x, y, z for each atom (eV/Å):
C 0.57 -4.31 0.83
C -1.34 1.68 1.20
C 1.69 3.37 -2.42
C -0.60 2.20 0.60
C -1.50 -0.89 -0.91
C -1.30 2.25 0.89
N 0.69 0.67 -0.09
N 3.09 -4.26 3.03
N 0.07 -1.15 1.03
O -0.96 -1.85 1.16
H -0.36 2.19 -0.45
H 0.02 -0.30 -0.90
H 0.90 -1.16 -0.85
H -0.76 -0.21 -0.27
H 0.34 -0.29 0.46
H 1.29 -0.12 -0.57
H -0.55 -0.38 -0.44
H -2.40 2.91 -3.05
H 1.09 -0.33 0.76

Output
Charge: 0
Maximum force, eV Å⁻¹: 6.07
Relative energy (zero: lowest compared OMol25 entry of this formula, charge and spin), kcal/mol: 89.67
Total energy, hartree: -473.4068
Orbital gap, eV: 7.3

No. 5
The following is a DFT calculation (the ωB97M-V functional and the def2-TZVPD basis) of C9H9NO6PdS as an isolated structure at a distorted geometry.

Geometry (Å):
Pd: -0.04186 -0.92309 -0.98463
O: 3.50454 1.64111 3.45077
C: 2.67014 1.07541 2.56697
C: 1.48564 1.69781 2.16397
C: 0.70524 1.06811 1.21507
N: 1.02804 -0.11419 0.71387
C: 2.12324 -0.74729 1.12107
C: 2.98854 -0.18279 2.03747
C: 2.26864 -2.17259 0.50407
O: 3.26074 -2.81969 0.75297
O: 1.25344 -2.50819 -0.17883
C: -0.59526 1.66361 0.63717
O: -1.06096 2.65651 1.15497
O: -1.05586 1.01711 -0.35823
H: 3.12264 2.46521 3.78197
H: 1.16744 2.65621 2.54617
H: 3.88574 -0.69809 2.34037
C: -2.71366 0.38341 -3.34313
S: -2.44836 -1.39389 -3.00343
C: -3.01136 -1.35569 -1.25073
O: -0.95856 -1.50679 -2.89443
H: -3.76986 0.62661 -3.31223
H: -2.31646 0.58171 -4.33573
H: -2.16306 0.95791 -2.59983
H: -4.08126 -1.53449 -1.19583
H: -2.77666 -0.38239 -0.81473
H: -2.47086 -2.15149 -0.71503

Force components x, y, z for each atom (eV/Å):
Pd 1.86 1.62 3.12
O 0.06 0.01 0.13
C -0.41 -0.21 -0.33
C 0.02 -0.35 -0.23
C -0.72 0.55 -0.28
N -0.75 -0.75 -1.42
C 0.35 -0.86 -0.18
C -0.22 0.26 -0.01
C 0.86 1.26 0.91
O -0.09 -0.10 -0.01
O -1.50 -0.29 -1.87
C 0.95 0.21 0.92
O -0.09 0.05 -0.07
O -0.46 -1.29 -1.70
H 0.10 -0.09 -0.06
H -0.08 0.09 0.01
H 0.03 -0.17 -0.04
C 0.18 -0.48 -0.02
S -1.40 1.13 0.87
C 0.07 -0.16 -0.35
O 1.70 -0.24 1.04
H -0.19 -0.08 0.03
H -0.02 -0.09 -0.06
H 0.02 -0.05 0.13
H -0.12 -0.09 -0.10
H 0.08 -0.05 -0.09
H -0.23 0.14 -0.34

Output
Charge: 0
Maximum force, eV Å⁻¹: 3.97
Relative energy (zero: lowest compared OMol25 entry of this formula, charge and spin), kcal/mol: 21.01
Total energy, hartree: -1380.6034
Orbital gap, eV: 7.6

No. 6
The following is a DFT calculation (the ωB97M-V functional and the def2-TZVPD basis) of C10H26N2O11P2Sn as an isolated structure at a distorted geometry.

Geometry (Å):
Sn: 0.82336 0.58838 0.75541
P: -2.69845 0.34523 0.42221
O: -3.42024 1.39555 -0.45578
O: -1.95959 1.01188 1.63378
O: -1.47435 -0.26451 -0.32762
O: -3.52528 -0.84415 1.00999
P: 0.50192 -2.23930 2.72111
O: 0.37833 -0.71741 3.24145
O: 0.84832 -2.15874 1.15151
O: -0.80128 -2.98565 2.81298
O: 1.71366 -2.96298 3.44345
C: 1.50733 0.94415 -2.94212
O: 1.21304 -0.17159 -2.12990
C: 0.76557 -1.28688 -2.85182
C: -0.67341 -1.06103 -3.42459
N: -1.70937 -1.80700 -2.69080
C: -2.97461 -1.59384 -3.38408
C: -3.59352 -2.97840 -3.41380
O: -4.03866 -3.48435 -2.10039
C: -5.10838 -2.68647 -1.58334
H: 0.59556 1.52445 -3.10404
H: 1.89481 0.63371 -3.91941
H: 2.25159 1.61570 -2.51084
H: 0.72125 -2.13176 -2.16332
H: 1.40081 -1.58041 -3.70024
H: -0.74518 -1.45024 -4.45293
H: -0.91675 -0.00103 -3.58296
H: -1.79920 -1.19466 -1.84634
H: -2.76909 -1.17823 -4.38140
H: -3.55984 -0.80312 -2.89896
H: -2.89828 -3.73652 -3.77045
H: -4.41655 -3.03790 -4.14792
H: -5.77130 -2.56100 -2.45256
H: -4.80771 -1.71267 -1.18390
H: -5.53054 -3.13154 -0.68284
C: 4.13648 1.57906 4.65339
C: 2.87220 1.79040 3.83006
C: 3.03359 2.96009 2.87407
O: 1.78572 3.32934 2.26377
C: 2.01342 4.38984 1.35713
N: 2.61951 0.50463 3.18272
H: 4.56625 2.52783 5.00934
H: 4.89522 1.06134 4.06485
H: 4.02153 1.03770 5.59331
H: 1.99659 2.09192 4.41508
H: 3.79480 2.73611 2.11744
H: 3.45186 3.79689 3.45055
H: 1.10431 4.76974 0.89480
H: 2.66312 3.97799 0.57670
H: 2.54376 5.22461 1.83089
H: 1.70829 0.07983 3.47500
H: 3.36941 -0.15501 3.32140

Force components x, y, z for each atom (eV/Å):
Sn -4.55 -4.24 1.75
P -0.07 -0.84 2.53
O -0.46 -0.28 -0.40
O 1.12 1.46 0.28
O 2.46 -0.17 -2.22
O -0.64 1.36 -1.55
P 0.81 -0.64 -0.34
O 0.58 0.21 -0.82
O 0.90 2.47 -0.39
O -0.15 -0.37 0.85
O -0.56 0.91 -0.15
C -0.60 -0.20 -0.11
O 1.45 0.53 -0.28
C -2.05 -0.16 -0.24
C 0.20 -1.13 -0.43
N 0.76 2.22 -0.14
C 0.54 -0.60 0.36
C -1.34 -0.60 0.92
O 0.31 0.75 -1.44
C 0.66 0.39 -0.31
H -0.03 0.14 -0.10
H 0.04 -0.13 -0.16
H 0.02 -0.27 0.51
H -0.05 0.20 0.21
H 0.55 0.41 0.06
H 0.50 -0.21 -0.19
H 0.14 0.24 0.58
H 0.39 -0.63 1.28
H -0.31 -0.49 -0.38
H -0.28 -0.36 0.24
H 0.48 0.23 0.22
H -0.61 0.14 0.21
H -0.77 0.10 0.47
H 0.49 0.16 -0.20
H -0.16 -0.60 -0.36
C 0.48 1.31 0.89
C 0.03 -1.44 -0.29
C -0.02 0.01 -0.22
O 0.76 0.54 0.54
C 0.44 -0.78 -0.08
N 0.42 1.84 -0.36
H 0.23 0.23 -0.22
H -0.01 0.05 -0.11
H -0.54 -0.43 -0.30
H 0.06 -0.28 0.44
H -0.10 -0.21 -0.34
H -0.23 0.46 0.07
H -0.26 -0.37 0.26
H 0.05 0.32 -0.35
H 0.03 0.12 0.18
H -0.91 -1.13 -0.41
H -0.17 -0.23 0.05

Output
Charge: -4
Maximum force, eV Å⁻¹: 6.46
Relative energy (zero: lowest compared OMol25 entry of this formula, charge and spin), kcal/mol: 49.07
Total energy, hartree: -2230.4094
Orbital gap, eV: 2.0